Density functional theory data (wB97M-V/def2-TZVPD) for a cluster of 7 separate species, C33H77B2BrFN2O11S in total.

Structure (XYZ):
```
128
Properties=species:S:1:pos:R:3:forces:R:3:mulliken_charge:R:1
C 8.683 2.395 0.834 0.071 -0.062 0.075 -0.572
O 8.278 2.291 -0.513 -0.205 0.109 0.095 -0.506
C 7.653 1.065 -0.816 0.101 -0.266 -0.005 -0.241
C 8.617 -0.131 -0.868 -0.233 0.105 -0.045 -0.119
C 8.297 -1.113 -2.003 0.214 -0.239 0.249 -1.118
C 7.268 -2.190 -1.620 -0.407 0.210 0.044 -0.682
C 5.842 -1.881 -2.112 0.322 0.009 0.244 0.030
C 5.010 -3.143 -2.319 -0.008 0.206 -0.001 -0.851
C 3.592 -2.909 -2.891 0.141 -0.362 -0.034 -0.793
C 2.440 -3.410 -1.992 -0.041 -0.078 -0.198 -1.654
C 1.771 -2.334 -1.132 0.347 0.383 0.467 -0.747
B 2.872 -1.283 -0.549 0.187 0.023 -0.308 0.692
O 3.051 -0.122 -1.220 -0.508 0.276 0.454 -0.590
O 3.578 -1.544 0.596 0.123 -0.124 -0.332 -0.548
N 1.090 -2.881 0.115 -0.092 -0.111 -0.173 0.285
Br 1.780 -4.296 1.093 0.016 -0.008 0.021 0.090
C 0.008 -2.293 0.463 0.172 -0.268 0.023 -1.444
B -0.793 -2.634 1.821 -0.022 -0.055 0.259 0.610
C -0.305 -1.997 3.156 -0.040 0.184 -0.048 -0.843
O -1.841 -3.483 1.699 -0.224 0.747 -0.571 -0.588
C -0.393 -1.231 -0.561 0.058 -0.517 0.711 2.402
C -1.912 -1.470 -0.747 -0.129 0.218 -0.366 -1.750
C -2.584 -0.886 -2.008 -0.026 -0.077 0.104 -0.955
C -3.870 -0.132 -1.696 0.104 -0.044 -0.064 -0.658
O -4.945 -1.057 -1.616 -0.158 0.072 0.104 -0.377
C -5.752 -0.897 -0.463 -0.073 -0.014 0.030 -0.813
C -0.006 0.146 0.057 0.189 0.150 -0.381 -0.396
C -1.021 1.267 -0.154 -0.083 -0.215 0.280 -0.179
C -1.868 1.652 1.021 0.173 0.206 -0.198 -1.392
N -1.143 1.882 -1.248 0.017 0.181 -0.281 -0.572
C 0.499 -1.708 -1.753 -0.476 -0.421 -0.275 1.494
F -0.227 -2.793 -2.263 0.015 -0.041 -0.145 -0.423
S 0.862 -0.628 -3.143 0.271 0.412 0.013 -0.158
H 9.647 1.905 1.009 -0.032 0.000 -0.011 0.242
H 8.767 3.453 1.076 0.063 -0.023 -0.042 0.285
H 7.948 1.936 1.508 -0.019 0.034 -0.041 0.170
H 7.171 1.197 -1.788 0.047 0.104 0.023 0.327
H 6.868 0.866 -0.067 -0.069 0.062 -0.089 0.215
H 8.580 -0.652 0.091 0.246 -0.001 -0.117 -0.142
H 9.635 0.248 -0.989 -0.075 0.118 -0.059 0.440
H 9.226 -1.603 -2.300 -0.031 -0.013 -0.006 0.345
H 7.943 -0.561 -2.879 0.094 -0.042 -0.034 0.492
H 7.225 -2.247 -0.527 0.139 -0.217 -0.027 0.217
H 7.564 -3.182 -1.971 0.079 0.093 -0.122 0.579
H 5.378 -1.230 -1.366 -0.092 0.084 -0.195 -0.132
H 5.898 -1.311 -3.044 -0.128 -0.091 -0.036 0.326
H 4.960 -3.707 -1.377 -0.011 0.016 -0.020 0.350
H 5.565 -3.783 -3.009 -0.037 -0.052 0.055 0.457
H 3.464 -1.865 -3.180 -0.049 -0.007 0.060 0.399
H 3.515 -3.482 -3.814 -0.057 0.125 -0.055 0.545
H 1.690 -3.912 -2.601 -0.095 0.084 0.078 0.424
H 2.849 -4.182 -1.337 -0.029 0.056 0.047 0.583
H 3.530 0.549 -0.711 0.297 -0.171 -0.263 0.298
H 3.932 -2.442 0.637 -0.184 0.067 0.313 0.321
H -0.980 -2.206 3.986 -0.002 0.077 -0.008 0.365
H 0.671 -2.424 3.417 -0.026 -0.007 -0.054 0.296
H -0.136 -0.920 3.077 -0.056 -0.005 0.094 0.267
H -2.614 -3.203 2.211 0.236 -0.599 0.376 0.328
H -2.102 -2.542 -0.728 0.032 0.029 0.081 0.922
H -2.403 -1.054 0.139 0.057 -0.045 0.021 0.421
H -1.924 -0.224 -2.560 0.027 0.058 0.098 0.193
H -2.848 -1.720 -2.661 0.045 0.126 -0.140 0.550
H -4.063 0.606 -2.481 -0.125 -0.061 0.001 0.318
H -3.779 0.414 -0.751 0.047 0.062 -0.070 0.143
H -6.732 -1.335 -0.660 0.059 -0.056 -0.041 0.290
H -5.313 -1.427 0.392 -0.011 0.099 0.036 0.209
H -5.893 0.157 -0.204 0.012 -0.026 0.016 0.540
H 0.925 0.479 -0.402 0.022 -0.029 0.026 0.580
H 0.194 0.039 1.125 -0.060 -0.030 -0.003 0.534
H -2.446 0.799 1.386 -0.023 0.073 0.108 0.319
H -2.520 2.475 0.738 -0.143 -0.120 0.086 0.341
H -1.228 2.019 1.829 -0.052 -0.123 0.076 0.422
H -0.477 1.535 -1.942 0.020 0.022 -0.027 0.138
H -0.345 -0.756 -3.707 -0.074 -0.162 0.057 0.335
C 7.997 -0.539 4.345 0.010 0.068 -0.070 -1.064
C 8.165 -1.554 3.231 0.130 0.016 0.075 0.015
O 9.112 -1.133 2.254 -0.055 -0.012 0.116 -0.475
H 7.688 0.424 3.939 -0.024 -0.007 0.002 0.228
H 7.250 -0.870 5.068 0.009 -0.013 0.010 0.341
H 8.939 -0.390 4.876 -0.012 -0.033 0.033 0.350
H 7.226 -1.691 2.692 0.008 -0.013 -0.020 0.054
H 8.463 -2.524 3.642 -0.073 -0.026 -0.004 0.308
H 9.961 -1.014 2.693 0.003 0.000 -0.046 0.263
C -1.022 6.519 2.039 0.021 -0.088 0.049 -1.069
C -2.155 5.725 1.419 -0.042 0.056 0.094 -0.186
O -2.590 4.657 2.259 0.054 -0.033 -0.008 -0.465
H -0.174 5.868 2.255 0.013 0.007 -0.028 0.279
H -0.690 7.314 1.370 -0.011 0.010 -0.002 0.331
H -1.339 6.977 2.979 -0.012 0.042 -0.024 0.322
H -1.834 5.258 0.488 -0.023 -0.017 -0.007 0.276
H -3.000 6.383 1.191 0.017 0.003 -0.068 0.290
H -2.899 5.036 3.089 -0.001 -0.015 -0.019 0.267
C -9.508 -0.629 -3.199 0.047 0.001 -0.054 -0.875
C -9.037 -2.047 -2.940 0.109 0.107 0.071 -0.260
O -7.696 -2.256 -3.366 -0.024 0.018 0.054 -0.522
H -9.428 -0.391 -4.260 -0.023 -0.008 -0.005 0.282
H -10.545 -0.496 -2.888 0.000 0.000 0.012 0.327
H -8.892 0.089 -2.651 -0.024 -0.001 0.031 0.212
H -9.642 -2.761 -3.497 0.004 -0.020 0.008 0.323
H -9.131 -2.288 -1.873 -0.075 -0.042 -0.012 0.239
H -7.126 -1.651 -2.877 0.105 -0.037 -0.105 0.273
C 1.303 3.641 -4.426 0.082 -0.057 0.003 -0.491
C 1.204 3.152 -5.858 -0.070 -0.076 0.072 -0.277
O 1.787 1.862 -6.026 0.022 0.037 0.020 -0.500
H 2.346 3.672 -4.108 0.003 0.026 -0.011 0.233
H 0.875 4.638 -4.320 -0.020 -0.005 0.005 0.361
H 0.766 2.968 -3.750 -0.045 0.033 -0.006 -0.138
H 1.749 3.813 -6.530 0.009 -0.012 -0.014 0.306
H 0.158 3.133 -6.183 0.006 0.061 -0.030 0.242
H 1.317 1.252 -5.449 0.021 -0.010 -0.027 0.270
C -9.010 1.111 1.396 0.043 -0.009 -0.061 -1.120
C -7.731 0.724 2.112 -0.078 0.284 0.042 0.060
O -6.684 1.662 1.877 0.095 -0.151 0.000 -0.427
H -8.830 1.199 0.324 -0.008 -0.033 -0.006 0.258
H -9.794 0.372 1.561 -0.003 0.004 0.016 0.359
H -9.372 2.078 1.751 -0.030 -0.023 0.036 0.344
H -7.360 -0.236 1.752 0.017 -0.014 0.036 0.194
H -7.909 0.633 3.190 -0.037 -0.120 -0.013 0.082
H -6.971 2.525 2.193 0.009 0.001 -0.054 0.285
C -5.692 -0.389 5.895 0.079 0.062 -0.040 -0.760
C -6.908 0.125 6.642 -0.056 0.031 -0.151 -0.320
O -7.189 1.484 6.326 0.041 -0.008 0.026 -0.510
H -4.820 0.225 6.123 -0.002 -0.008 0.038 0.260
H -5.472 -1.424 6.163 -0.031 -0.009 0.002 0.326
H -5.857 -0.339 4.815 -0.019 -0.048 0.000 0.152
H -6.741 0.097 7.717 -0.015 0.016 0.009 0.320
H -7.782 -0.496 6.420 0.017 -0.048 0.061 0.260
H -7.356 1.542 5.380 0.002 0.016 0.024 0.284
```
Forces are in eV/Å.

Output
- E: -145914.6298 eV
- Spin multiplicity: 1
- HOMO level: -11.123 eV
- Strongest force on any atom: 1.0 eV/Å
- Net charge: +1
- HOMO-LUMO gap: 0.26609 hartree